Entry 1:
{
  "formula": "C4H6NO2S",
  "method": "the ωB97M-V functional and the def2-TZVPD basis",
  "symbols": ["O", "C", "N", "C", "O", "C", "C", "S", "H", "H", "H", "H", "H", "H"],
  "coordinates": [[-1.275, -0.765, -1.288], [-0.381, -0.561, -0.514], [0.471, -1.647, -0.213], [1.806, -1.572, 0.051], [2.428, -0.552, 0.237], [-0.108, 0.733, 0.228], [-1.319, 1.650, 0.149], [-1.158, 3.087, 1.196], [0.100, -2.513, -0.568], [2.300, -2.555, 0.129], [0.127, 0.490, 1.247], [0.749, 1.162, -0.289], [-1.530, 1.889, -0.875], [-2.209, 1.154, 0.509]],
  "lumo_ev": [0.634, -1.983],
  "spin_multiplicity": 2,
  "e_above_lowest_kj_mol": 0.0,
  "s2": 0.75,
  "orbital_gap_ev": [10.04, 7.03]
}



Entry 2:
{
  "formula": "C13H48N18O11",
  "method": "the ωB97M-V functional and the def2-TZVPD basis",
  "symbols": ["N", "C", "N", "O", "H", "H", "H", "H", "N", "C", "N", "O", "H", "H", "H", "H", "N", "C", "N", "O", "H", "H", "H", "H", "N", "C", "N", "O", "H", "H", "H", "H", "N", "C", "N", "O", "H", "H", "H", "H", "N", "C", "N", "O", "H", "H", "H", "H", "N", "C", "N", "O", "H", "H", "H", "H", "N", "C", "N", "O", "H", "H", "H", "H", "N", "C", "N", "O", "H", "H", "H", "H", "C", "C", "O", "H", "H", "H", "H", "H", "H", "C", "C", "O", "H", "H", "H", "H", "H", "H"],
  "coordinates": [[-0.591, -3.417, 4.329], [-1.370, -2.523, 4.746], [-1.083, -1.377, 4.174], [-2.213, -2.692, 5.519], [-0.701, -4.323, 4.763], [0.004, -3.321, 3.518], [-0.359, -1.217, 3.488], [-1.673, -0.591, 4.409], [3.965, 3.407, 0.618], [4.046, 2.526, -0.354], [2.978, 2.669, -1.101], [5.006, 1.830, -0.662], [3.096, 3.877, 0.829], [4.738, 3.549, 1.253], [2.216, 3.277, -0.838], [2.925, 2.157, -1.970], [-4.152, 1.525, -0.365], [-3.678, 2.023, 0.765], [-3.854, 3.289, 0.742], [-3.202, 1.389, 1.667], [-4.756, 2.043, -0.987], [-4.055, 0.525, -0.470], [-3.695, 3.744, 1.630], [-4.575, 3.613, 0.114], [3.901, -1.604, -3.940], [3.541, -0.793, -3.007], [4.329, -0.997, -2.007], [2.667, 0.058, -3.000], [4.550, -2.354, -3.752], [3.334, -1.679, -4.772], [5.322, -1.175, -1.949], [4.004, -0.343, -1.309], [2.876, -1.069, 1.086], [2.214, -0.569, 2.127], [2.810, 0.470, 2.601], [1.147, -0.991, 2.489], [3.848, -0.944, 1.331], [2.673, -2.033, 0.866], [3.609, 0.865, 2.125], [2.466, 0.911, 3.442], [-3.206, 1.725, -3.442], [-2.886, 3.000, -3.136], [-2.156, 3.114, -2.042], [-3.374, 3.972, -3.700], [-2.643, 0.992, -3.036], [-3.775, 1.496, -4.244], [-2.033, 4.025, -1.623], [-1.655, 2.277, -1.782], [0.666, 0.532, -4.959], [0.893, 0.727, -6.206], [-0.130, 0.315, -6.934], [1.999, 0.970, -6.590], [-0.234, 0.172, -4.675], [1.427, 0.428, -4.302], [-0.002, 0.407, -7.931], [-0.780, -0.331, -6.508], [-3.060, -2.398, 0.920], [-3.943, -2.231, -0.045], [-4.571, -3.367, -0.310], [-4.134, -1.251, -0.693], [-2.934, -3.262, 1.427], [-2.548, -1.532, 1.008], [-5.272, -3.317, -1.036], [-4.396, -4.251, 0.146], [-1.051, -0.012, 0.452], [-0.487, 0.188, -0.751], [0.830, 0.035, -0.829], [-1.092, 0.662, -1.706], [-1.944, 0.432, 0.611], [-0.460, -0.162, 1.258], [1.350, -0.409, -0.087], [1.271, 0.152, -1.731], [-0.208, 2.230, 4.122], [0.362, 2.202, 5.594], [1.730, 2.499, 5.603], [-1.292, 2.175, 4.225], [-0.032, 1.339, 3.519], [0.039, 3.192, 3.675], [0.196, 1.184, 5.947], [-0.211, 2.968, 6.117], [2.136, 2.014, 6.325], [1.291, -3.549, -0.809], [0.108, -3.489, 0.132], [0.532, -3.949, 1.396], [2.085, -2.889, -0.461], [0.991, -3.131, -1.771], [1.572, -4.572, -1.056], [-0.739, -4.128, -0.118], [-0.317, -2.486, 0.168], [-0.222, -4.447, 1.718]],
  "lumo_ev": 0.053,
  "spin_multiplicity": 1,
  "e_above_lowest_kj_mol": 329.3,
  "orbital_gap_ev": 8.71,
  "smiles": "NC(N)=O.NC(N)=O.NC(N)=O.NC(N)=O.NC(N)=O.NC(N)=O.NC(N)=O.NC(N)=O.NC(N)=O.CCO.CCO"
}



Entry 3:
{
  "formula": "C4H4BrN",
  "method": "the ωB97M-V functional and the def2-TZVPD basis",
  "symbols": ["C", "C", "Br", "C", "C", "N", "H", "H", "H", "H"],
  "coordinates": [[-0.135, -0.472, 0.283], [-0.792, 0.850, 0.407], [-2.604, 0.662, 1.311], [-0.435, 1.976, -0.197], [-1.084, 3.192, -0.092], [-1.412, 4.262, -0.015], [-0.170, -0.938, -0.737], [0.947, -0.400, 0.682], [-0.482, -1.125, 1.011], [0.420, 2.117, -0.913]],
  "lumo_ev": -0.058,
  "spin_multiplicity": 1,
  "e_above_lowest_kj_mol": 56.7,
  "orbital_gap_ev": 10.00,
  "smiles": "C/C(Br)=C/C#N"
}



Entry 4:
{
  "formula": "C23H25IrN2OS",
  "method": "the ωB97M-V functional and the def2-TZVPD basis",
  "symbols": ["C", "C", "C", "H", "C", "C", "H", "C", "C", "C", "H", "C", "C", "H", "H", "H", "H", "H", "H", "Ir", "C", "C", "C", "H", "H", "H", "H", "H", "H", "C", "C", "H", "H", "O", "N", "C", "H", "C", "C", "H", "C", "H", "C", "H", "C", "H", "C", "H", "H", "H", "S", "C", "N"],
  "coordinates": [[-1.351, -0.362, -0.691], [-1.701, 1.006, -1.005], [-0.815, 1.456, -2.026], [-2.516, 1.603, -0.582], [0.088, 0.374, -2.369], [-0.281, -0.782, -1.581], [0.851, 0.415, -3.137], [-0.478, -0.346, 2.392], [-1.500, 0.602, 2.530], [-1.078, 1.867, 2.061], [-2.480, 0.402, 2.959], [0.246, 1.740, 1.543], [0.661, 0.223, 1.710], [-0.818, 2.447, -2.482], [0.164, -1.779, -1.667], [-1.843, -0.988, 0.045], [1.674, -0.171, 1.865], [-1.576, 2.823, 2.207], [-0.558, -1.388, 2.713], [0.440, 0.765, -0.242], [1.286, 2.785, 1.329], [2.264, 2.583, 2.499], [0.681, 4.183, 1.295], [1.676, 2.750, 3.416], [3.076, 3.316, 2.483], [2.670, 1.559, 2.564], [0.245, 4.407, 2.277], [-0.124, 4.257, 0.541], [1.484, 4.905, 1.088], [1.728, 2.404, -0.105], [3.145, 2.799, -0.594], [1.093, 2.876, -0.878], [2.032, 1.234, -0.150], [3.955, 2.663, 0.331], [3.443, 3.158, -1.899], [2.861, 2.416, -3.047], [4.448, 3.311, -2.004], [1.686, 3.173, -3.637], [1.043, 2.698, -4.793], [1.482, 1.838, -5.313], [-0.127, 3.324, -5.228], [-0.634, 2.925, -6.105], [-0.616, 4.447, -4.557], [-1.539, 4.909, -4.888], [0.090, 4.990, -3.483], [-0.236, 5.900, -2.986], [1.261, 4.367, -3.038], [1.865, 4.804, -2.234], [2.545, 1.402, -2.716], [3.628, 2.262, -3.828], [-1.116, -4.593, 1.242], [-0.039, -3.466, 0.823], [0.777, -2.641, 0.521]],
  "lumo_ev": [-1.916, -6.287],
  "spin_multiplicity": 6,
  "charge": 1,
  "e_above_lowest_kj_mol": 0.0,
  "s2": 8.80,
  "orbital_gap_ev": [6.33, 5.69]
}



Entry 5:
{
  "formula": "C3H2IO2S",
  "method": "the ωB97M-V functional and the def2-TZVPD basis",
  "symbols": ["C", "C", "C", "O", "O", "S", "I", "H", "H"],
  "coordinates": [[1.809, -1.242, -0.707], [0.847, -0.875, -0.051], [-0.315, -0.460, 0.600], [-1.253, 2.327, 1.117], [0.004, 1.940, -1.036], [-1.147, 1.525, -0.195], [-2.150, -1.555, -0.089], [2.614, -1.255, -1.379], [-0.410, -0.407, 1.739]],
  "lumo_ev": 2.923,
  "spin_multiplicity": 1,
  "charge": -1,
  "e_above_lowest_kj_mol": 40.2,
  "orbital_gap_ev": 6.83
}



Entry 6:
{
  "formula": "C11H4AlN2O5",
  "method": "the ωB97M-V functional and the def2-TZVPD basis",
  "symbols": ["O", "C", "Al", "O", "C", "C", "O", "C", "O", "C", "O", "N", "C", "C", "C", "C", "C", "N", "C", "H", "H", "H", "H"],
  "coordinates": [[-1.767, -3.255, -3.126], [-1.100, -2.401, -2.716], [0.321, -0.474, -1.616], [2.030, 0.000, -4.469], [1.441, -0.169, -3.499], [1.688, 1.151, -1.052], [2.333, 2.001, -0.598], [1.887, -1.642, -1.155], [2.738, -2.331, -0.773], [-0.815, 1.019, -2.305], [-1.527, 1.880, -2.601], [-2.863, 2.850, 2.999], [-2.158, 2.035, 2.549], [-1.255, 1.005, 2.082], [-0.527, 0.293, 3.034], [0.353, -0.664, 2.605], [0.506, -0.902, 1.250], [-0.199, -0.184, 0.367], [-1.078, 0.775, 0.722], [-0.631, 0.497, 4.097], [0.966, -1.231, 3.281], [1.254, -1.638, 0.950], [-1.596, 1.382, -0.026]],
  "lumo_ev": -14.152,
  "spin_multiplicity": 1,
  "charge": 3,
  "e_above_lowest_kj_mol": 9.8,
  "orbital_gap_ev": 6.23
}



Entry 7:
{
  "formula": "C26H53BrN3O2P2",
  "method": "the ωB97M-V functional and the def2-TZVPD basis",
  "symbols": ["C", "C", "C", "C", "C", "C", "C", "C", "C", "C", "C", "C", "N", "P", "O", "C", "C", "Br", "C", "N", "C", "C", "C", "C", "C", "C", "O", "C", "N", "P", "C", "C", "C", "C", "H", "H", "H", "H", "H", "H", "H", "H", "H", "H", "H", "H", "H", "H", "H", "H", "H", "H", "H", "H", "H", "H", "H", "H", "H", "H", "H", "H", "H", "H", "H", "H", "H", "H", "H", "H", "H", "H", "H", "H", "H", "H", "H", "H", "H", "H", "H", "H", "H", "H", "H", "H", "H"],
  "coordinates": [[-1.989, 1.744, -6.567], [-0.905, 0.657, -6.162], [-1.550, -0.742, -5.827], [-0.550, -1.730, -5.127], [-1.228, -2.907, -4.333], [-2.403, -2.485, -3.379], [-2.270, -3.127, -1.928], [-3.156, -2.388, -0.842], [-2.152, -1.854, 0.289], [-2.891, -0.709, 1.075], [-2.015, 0.463, 1.671], [-0.640, 0.719, 1.019], [-0.375, 0.916, -0.269], [-1.571, 0.984, -1.558], [-1.086, 0.519, -2.909], [1.094, 1.105, -0.461], [1.602, 2.547, -0.828], [1.951, 0.016, -1.919], [1.674, 0.369, 0.815], [3.105, 0.324, 1.023], [3.593, -0.858, 1.270], [4.263, -1.081, 2.677], [3.635, -2.065, 0.284], [0.655, 0.804, 1.955], [0.549, 2.314, 2.425], [1.809, 2.959, 3.084], [2.857, 2.064, 3.417], [2.396, 4.174, 2.251], [1.307, 5.187, 2.186], [0.833, -0.409, 3.384], [0.629, 0.388, 5.061], [-0.821, 0.932, 5.414], [-0.169, -1.975, 3.200], [0.440, -2.997, 2.140], [-1.757, 2.181, -7.569], [-3.032, 1.354, -6.553], [-1.974, 2.605, -5.848], [-0.332, 1.086, -5.309], [-0.180, 0.579, -7.012], [-1.793, -1.195, -6.826], [-2.502, -0.573, -5.277], [0.215, -1.170, -4.530], [0.038, -2.212, -5.956], [-0.426, -3.348, -3.679], [-1.491, -3.697, -5.071], [-2.598, -1.389, -3.349], [-3.337, -2.947, -3.803], [-2.590, -4.192, -2.035], [-1.182, -3.143, -1.686], [-3.750, -1.550, -1.289], [-3.856, -3.134, -0.402], [-2.022, -2.717, 0.978], [-1.233, -1.561, -0.264], [-3.428, -1.187, 1.935], [-3.687, -0.275, 0.429], [-1.826, 0.273, 2.754], [-2.603, 1.416, 1.586], [-1.908, 2.376, -1.678], [-2.778, 0.304, -1.242], [2.686, 2.586, -0.567], [1.535, 2.637, -1.939], [1.011, 3.375, -0.375], [1.347, -0.695, 0.618], [5.216, -1.650, 2.517], [4.543, -0.060, 3.034], [3.593, -1.616, 3.377], [2.642, -2.484, 0.011], [4.186, -1.738, -0.631], [4.267, -2.865, 0.749], [0.271, 2.933, 1.530], [-0.331, 2.404, 3.112], [1.470, 3.430, 4.053], [3.634, 2.553, 3.707], [2.739, 3.855, 1.243], [3.306, 4.578, 2.775], [0.672, 5.070, 2.973], [1.693, 6.127, 2.213], [0.842, -0.420, 5.810], [1.350, 1.203, 5.277], [-0.932, 0.841, 6.529], [-1.627, 0.294, 4.983], [-0.956, 2.016, 5.192], [-1.267, -1.841, 3.035], [-0.088, -2.514, 4.183], [1.472, -3.246, 2.463], [0.358, -2.618, 1.100], [-0.222, -3.899, 2.194]],
  "lumo_ev": -4.134,
  "spin_multiplicity": 1,
  "charge": 1,
  "orbital_gap_ev": 6.50,
  "smiles": "CCCCCCCCCCCC1=[N+]([PH2]=O)[C@](C)(Br)[C@@H](N=C(C)C)[C@]1(C[C@@H](O)CN)P(CC)CC"
}



Number 1: E_tot -20664.763 eV. Number 2: E_tot -63609.966 eV. Number 3: E_tot -75743.772 eV. Number 4: E_tot -42942.483 eV. Number 5: E_tot -26172.866 eV. Number 6: E_tot -31251.916 eV. Number 7: E_tot -124995.872 eV.